[1]
This record from OMol25 describes a cluster of 2 separate species, C8H6ClF5Si in total. The level of theory is ωB97M-V with the def2-TZVPD basis set.

XYZ file:
```
21
Properties=species:S:1:pos:R:3:forces:R:3
C 0.860 -0.414 0.339 0.21 2.59 -1.04
Cl 3.732 -2.212 0.678 -0.49 0.44 0.14
H 1.215 1.378 -0.893 -0.78 -0.58 -0.37
H 0.126 -2.050 1.575 0.23 1.13 -0.17
F 3.641 1.555 4.075 -0.19 -0.10 0.10
F 3.828 0.449 -1.446 -0.45 -0.47 -0.86
Si 2.651 -0.470 0.794 0.31 1.37 1.78
F 1.491 1.720 3.772 0.13 0.17 -0.08
C 3.733 0.843 -0.153 2.66 1.92 0.35
C -1.832 -0.040 -0.266 1.89 -2.25 0.83
H -1.958 -1.977 1.083 -0.64 1.41 -1.36
C -0.891 0.800 -0.808 -0.02 0.75 -1.37
H -1.259 1.456 -1.611 0.34 0.19 0.72
F 2.290 -0.082 4.653 0.38 0.48 -0.30
H 4.836 1.125 0.104 -1.76 -1.49 0.49
H -2.702 0.175 -0.738 -3.38 -0.29 -0.45
C -1.446 -1.142 0.523 0.23 0.75 1.71
C 0.434 0.663 -0.579 2.66 -1.20 2.20
C 2.534 0.891 3.739 -0.18 -1.62 -1.71
F 3.225 2.136 -0.170 -0.83 -0.52 0.12
C -0.112 -1.145 0.966 -0.32 -2.69 -0.74
```
Forces are in eV/Å.

Output
ΔE to the lowest compared entry with this formula, charge and spin (kcal per mole): 75.0
E_LUMO (alpha / beta) (hartree): -0.0536 / -0.0536
HOMO energy (alpha / beta) (hartree): -0.3075 / -0.3076

[2]
This record from OMol25 describes a structure of composition C8H6CrF18N2O22S6. The level of theory is ωB97M-V with the def2-TZVPD basis set.

XYZ file:
```
63
Properties=species:S:1:pos:R:3:forces:R:3
O 5.845 5.826 -25.612 4.03 -2.41 0.17
S 1.831 9.318 -23.588 3.35 2.74 -0.45
Cr 3.815 6.715 -25.615 -1.50 1.74 1.28
F 3.166 10.998 -29.631 -0.54 -0.16 0.25
C 8.190 5.812 -25.295 -0.09 1.45 -0.74
O -0.251 5.420 -26.247 0.43 -0.32 2.07
S 5.322 9.635 -24.263 -5.16 2.43 1.59
H 8.076 6.807 -25.726 -0.48 0.14 0.48
F 1.644 9.589 -30.231 -0.41 0.00 -0.30
F 7.978 9.070 -24.290 0.86 -0.22 -0.03
C 0.382 3.964 -23.946 0.30 0.97 -1.34
H 8.460 5.885 -24.241 -0.09 -0.17 -0.15
S 3.728 4.881 -28.682 -3.38 -1.35 2.33
O 1.221 3.552 -26.476 -0.37 0.68 2.43
S 0.888 4.728 -25.638 1.43 0.14 -4.13
F 1.419 3.299 -23.441 0.18 0.39 0.56
F 5.520 3.886 -30.391 0.91 -0.25 -0.89
F -0.593 3.065 -24.064 -0.70 -0.72 -0.58
F 4.447 3.671 -21.865 0.04 -1.64 0.06
F -0.115 4.883 -23.121 0.65 0.16 0.53
O 5.616 7.885 -27.528 0.61 -0.08 0.80
F 7.556 11.162 -23.826 0.13 -0.44 -0.30
O 4.513 10.712 -24.864 3.06 -0.99 -0.46
O 3.327 5.800 -29.698 0.98 0.82 -1.34
O 2.387 8.215 -24.350 -1.55 -0.45 0.12
F 6.319 5.427 -29.015 0.57 -0.72 -0.58
F 2.769 4.979 -21.366 0.57 -0.98 0.90
O 2.491 9.439 -22.288 -2.41 -0.66 0.39
O 4.135 6.298 -23.561 -0.21 -1.97 0.76
O 2.905 8.263 -27.009 -0.42 0.71 -1.99
O 6.256 6.137 -22.438 0.22 -1.14 0.68
F -0.255 7.714 -23.718 -1.12 -0.71 0.69
F 5.947 3.374 -28.310 0.49 0.38 -0.71
O 2.527 10.687 -26.813 -0.36 -2.32 -2.93
C -0.081 8.992 -23.445 4.12 0.17 -1.10
F 4.591 4.884 -20.030 -0.93 -0.90 -0.61
H 7.688 9.246 -28.923 -0.11 0.42 -0.16
O 5.049 8.330 -24.870 2.22 0.51 -0.36
C 4.101 4.789 -21.316 0.68 4.45 -0.87
N 5.836 8.989 -27.989 -2.01 -1.20 -0.56
C 5.535 4.345 -29.160 -3.03 0.87 2.63
F -0.726 9.684 -24.380 -0.82 0.37 0.61
S 4.820 6.314 -22.271 -0.63 3.97 -0.70
O 3.778 5.472 -27.332 1.64 -0.80 -2.00
O 5.070 9.681 -22.824 2.74 -0.41 -1.17
N 6.868 5.132 -25.368 -2.41 0.49 0.67
O 4.435 7.534 -21.544 0.59 -3.23 0.50
H 8.964 5.404 -25.945 -0.30 -1.00 0.35
C 2.645 9.761 -29.379 1.41 -0.45 0.94
S 2.173 9.426 -27.526 -1.09 2.71 3.70
F 7.317 10.423 -25.834 0.89 0.40 -1.69
F 3.640 8.912 -29.744 -0.17 -0.15 -0.35
O 6.849 3.954 -25.011 0.03 1.00 -0.71
H 6.716 7.886 -29.486 -0.12 0.21 -0.03
H 6.144 9.544 -29.911 0.52 0.08 -0.07
O 0.721 9.243 -27.643 1.22 -0.29 -0.67
O 2.850 3.693 -28.641 2.53 0.51 -0.87
O 2.073 5.606 -25.393 -2.45 -1.76 0.89
C 7.176 10.095 -24.585 -2.67 -0.46 1.89
O 5.218 9.994 -27.750 0.87 0.46 0.35
F -0.442 9.322 -22.199 -1.32 -0.14 0.03
O 1.945 10.598 -24.295 -2.04 -0.93 0.82
C 6.677 8.932 -29.183 0.65 0.02 -0.60
```
Forces are in eV/Å.

Output
Total charge: -4
Spin multiplicity: 5
E_LUMO (alpha / beta) (hartree): 0.2777 / 0.2776
HOMO energy (alpha / beta) (hartree): 0.0937 / 0.0935

[3]
This record from OMol25 describes the molecule C8H6N2O. The level of theory is ωB97M-V with the def2-TZVPD basis set.

XYZ file:
```
17
Properties=species:S:1:pos:R:3:forces:R:3
H 4.066 -1.104 1.034 -0.95 0.91 -1.92
N 2.006 -0.960 0.676 -3.36 -1.22 -0.04
C -2.312 1.039 0.354 5.13 -9.53 -2.30
H 3.947 1.022 -0.946 0.43 0.42 -0.39
H -0.463 1.830 0.624 2.67 3.76 1.18
O 1.881 0.741 -0.734 0.59 -1.63 0.55
H -4.054 0.001 -0.256 -1.34 -0.49 0.08
C 3.222 0.405 -0.488 -1.33 0.66 -0.36
H -2.769 1.842 0.428 -4.18 7.47 1.25
C -0.269 -0.161 0.000 0.81 1.14 0.40
C 1.163 -0.237 -0.007 4.72 1.12 0.28
C -2.273 -1.273 -0.423 4.72 8.58 2.83
H -2.611 -2.137 -0.562 -3.01 -6.98 -1.73
C -3.032 -0.144 -0.062 2.95 1.07 -0.16
N -0.877 -1.210 -0.355 -4.00 -3.88 -1.24
C 3.267 -0.639 0.349 1.64 -0.10 1.94
C -0.891 0.984 0.369 -5.49 -1.31 -0.38
```
Forces are in eV/Å.

Output
ΔE to the lowest compared entry with this formula, charge and spin (kcal per mole): 76.8
E_LUMO (hartree): 0.0227
HOMO energy (hartree): -0.3346